Record 1
27
Properties=species:S:1:pos:R:3:forces:R:3:nbo_charge:R:1 method="wB97M-V/def2-TZVPD" e_above_lowest_kcal_mol=30.2 smiles="CC(C)NN.CC=O.C" homo_lumo_gap_ev=10.3
C -1.0480 -1.6306 0.1352 -0.18 0.30 0.00 -0.616
C -1.7596 -0.3432 0.5333 -0.09 -0.02 0.18 -0.058
C -1.5979 -0.0739 2.0288 -0.18 -0.02 -0.37 -0.616
N -1.1791 0.7646 -0.2313 -0.34 -0.30 -0.34 -0.472
N -1.9138 1.9762 -0.2214 -0.21 0.12 0.10 -0.658
H 0.0200 -1.5377 0.3139 0.17 -0.04 0.03 0.217
H -1.4299 -2.4655 0.7155 -0.02 -0.11 0.04 0.217
H -1.2019 -1.8454 -0.9200 0.01 -0.08 -0.13 0.208
H -2.8407 -0.4422 0.3075 0.18 0.03 0.02 0.156
H -2.0128 -0.8990 2.6010 -0.04 -0.06 0.12 0.214
H -0.5441 0.0287 2.2717 0.17 0.00 0.07 0.205
H -2.1154 0.8367 2.3240 -0.03 0.06 0.07 0.204
H -1.0836 0.4854 -1.2059 0.02 0.11 0.20 0.354
H -1.7759 2.4290 0.6779 -0.02 -0.06 -0.21 0.346
H -2.9187 1.8144 -0.3427 0.23 -0.03 0.13 0.324
C 1.8801 1.3494 0.3473 0.11 0.00 -0.29 -0.767
C 2.3903 0.1442 1.0503 -0.26 0.54 0.53 0.454
O 3.0165 -0.7490 0.5551 0.26 -0.44 -0.22 -0.537
H 0.8026 1.2118 0.1822 0.11 0.05 0.08 0.288
H 2.0131 2.2386 0.9577 0.04 0.10 0.13 0.222
H 2.3665 1.4703 -0.6158 0.07 0.03 -0.10 0.228
H 2.1272 0.1155 2.1320 0.04 -0.17 -0.01 0.088
C 1.7603 -0.9750 -2.7189 -0.01 -0.06 -0.03 -0.859
H 2.3542 -1.0675 -1.8201 0.11 -0.01 0.20 0.236
H 1.1459 -1.8611 -2.8382 -0.09 -0.10 -0.03 0.207
H 2.4182 -0.8767 -3.5750 0.05 0.04 -0.14 0.212
H 1.1263 -0.0980 -2.6440 -0.09 0.14 -0.02 0.200



Record 2
12
Properties=species:S:1:pos:R:3:forces:R:3:nbo_charge:R:1 method="wB97M-V/def2-TZVPD" e_above_lowest_kcal_mol=53.3 smiles="C=O.NCO" homo_lumo_gap_ev=10.2
C -2.3494 -1.4622 -0.7163 0.18 0.72 -0.34 0.264
O -1.8214 -0.3902 -0.5821 -0.25 -0.11 0.19 -0.495
H -2.7016 -2.0333 0.1542 -0.07 -0.24 -0.07 0.116
H -2.4877 -1.8392 -1.7417 -0.19 -0.46 0.13 0.114
N 0.7773 -0.3885 0.4338 0.58 0.18 0.95 -0.838
C 1.5229 0.8070 0.5252 0.67 0.32 -0.46 0.093
O 0.8423 1.9279 -0.0621 -0.19 0.16 -0.33 -0.751
H 0.7317 -0.7595 -0.4981 -0.38 0.15 -0.07 0.369
H -0.1035 -0.3202 0.9136 -0.26 -0.11 -0.40 0.377
H 1.7569 1.1019 1.5478 -0.06 -0.45 0.28 0.146
H 2.4654 0.6196 -0.0053 0.02 0.23 0.06 0.143
H 1.3672 2.7367 0.0309 -0.05 -0.39 0.07 0.462



Record 3
24
Properties=species:S:1:pos:R:3:forces:R:3:nbo_charge:R:1 method="wB97M-V/def2-TZVPD" e_above_lowest_kcal_mol=79.8 total_charge=+1 smiles="C=C1[N@H+]2[C@]1(C)[C@@]21CCC(=O)NC1=O" homo_lumo_gap_ev=10.4
C -3.2221 -0.7719 -0.8326 -1.41 -0.81 -0.18 -0.371
C -2.1826 -0.0612 -0.5688 2.51 0.61 3.59 0.170
N -1.0647 0.6733 -0.9434 0.27 0.63 -3.45 -0.401
C -1.1977 0.5425 0.5265 0.14 -1.09 -1.91 0.228
C -1.2547 1.5469 1.5506 0.46 2.72 -0.28 -0.687
C 0.0717 0.1096 -0.1780 -0.77 1.22 -0.59 0.067
C 0.4360 -1.2793 -0.5117 0.35 0.39 1.39 -0.442
C 1.6668 -1.6608 0.2187 4.55 -0.72 -1.88 -0.517
C 2.8357 -0.6217 0.1437 -0.55 -0.23 0.84 0.701
O 3.9869 -0.7602 0.4904 -1.37 -0.44 -0.50 -0.513
N 2.4519 0.6644 -0.2942 2.19 0.69 0.67 -0.659
C 1.2004 1.2130 -0.3289 0.49 -0.70 0.82 0.666
O 0.9902 2.3905 -0.4603 -0.65 -0.42 -0.12 -0.532
H -3.5828 -0.8952 -1.8493 0.05 -0.09 0.12 0.255
H -3.7814 -1.2486 -0.0024 0.40 0.53 -0.69 0.267
H -0.8781 1.3152 -1.7234 -0.41 0.54 0.67 0.473
H -0.4222 1.4124 2.2082 0.83 0.28 0.18 0.256
H -2.0463 1.2912 2.1370 -2.57 -0.42 1.79 0.256
H -1.3897 2.6489 1.2694 0.40 -1.72 0.02 0.290
H 0.5309 -1.3392 -1.5570 0.21 -0.44 -1.39 0.239
H -0.2901 -1.9303 -0.1196 -1.41 -0.88 -0.14 0.252
H 2.2077 -2.5419 -0.2670 -1.08 0.76 0.56 0.279
H 1.5908 -1.9441 1.2324 -0.52 -0.14 1.24 0.260
H 3.3433 1.2462 -0.1403 -2.11 -0.29 -0.76 0.461



Record 4
33
Properties=species:S:1:pos:R:3:forces:R:3:nbo_charge:R:1 method="wB97M-V/def2-TZVPD" e_above_lowest_kcal_mol=21.3 smiles="O=C(CCC(=O)c1cccs1)NCc1ccncc1" homo_lumo_gap_ev=9.0
O -2.4496 0.4938 2.2596 -0.09 -0.04 0.39 -0.639
C -1.9573 0.3757 1.1545 -0.09 -0.37 -0.29 0.679
C -1.9688 -0.9771 0.4434 -0.12 0.02 0.11 -0.485
C -1.9595 -0.9434 -1.0938 0.06 0.16 0.11 -0.510
C -0.5418 -0.8168 -1.6058 -0.37 0.34 -0.06 0.572
O 0.0065 0.2680 -1.7193 0.02 -0.11 -0.06 -0.572
C 0.1686 -2.0453 -1.9087 0.49 -0.71 -0.21 -0.359
C 1.4830 -2.1370 -2.3086 -0.48 0.21 0.17 -0.152
C 1.9042 -3.4578 -2.5134 -0.01 -0.23 -0.02 -0.264
C 0.9131 -4.3629 -2.2693 -0.32 0.11 0.11 -0.380
S -0.5490 -3.6235 -1.7876 0.49 0.28 -0.13 0.468
N -1.3950 1.3950 0.4807 0.14 0.39 -0.25 -0.628
C -1.2231 2.7012 1.0859 -0.11 0.00 0.13 -0.253
C 0.1936 2.8715 1.5673 0.10 0.09 0.01 0.011
C 0.6306 2.2005 2.7047 0.07 0.10 -0.08 -0.252
C 1.9536 2.3402 3.0896 -0.29 -0.19 0.12 0.038
N 2.8307 3.0798 2.4311 0.53 0.09 0.12 -0.422
C 2.4151 3.7152 1.3499 -0.06 0.12 -0.23 0.042
C 1.1150 3.6447 0.8732 -0.09 -0.10 0.18 -0.263
H -2.8634 -1.4957 0.7923 0.10 0.07 0.05 0.245
H -1.1078 -1.5427 0.8128 -0.05 -0.03 0.05 0.232
H -2.5481 -0.0938 -1.4445 0.04 -0.09 -0.08 0.243
H -2.4087 -1.8626 -1.4712 -0.05 0.09 -0.02 0.226
H 2.1016 -1.2677 -2.4405 0.07 0.18 0.00 0.244
H 2.8950 -3.7318 -2.8274 0.15 -0.07 -0.05 0.233
H 0.9612 -5.4316 -2.3460 0.05 -0.21 -0.03 0.242
H -0.8727 1.2242 -0.3729 -0.10 -0.14 0.02 0.428
H -1.9180 2.7550 1.9288 0.07 0.09 -0.18 0.246
H -1.4749 3.4688 0.3487 0.01 -0.03 0.12 0.203
H -0.0536 1.5858 3.2691 -0.08 -0.08 0.09 0.233
H 2.3350 1.8377 3.9691 -0.06 -0.08 0.09 0.191
H 3.1639 4.3078 0.8401 0.00 0.08 -0.11 0.190
H 0.8264 4.1807 -0.0184 -0.02 0.07 -0.10 0.215